The molecule C20H23N3O4 in a non-equilibrium geometry, computed with the ωB97M-V functional and the def2-TZVPD basis.

CARTESIAN COORDINATES (ANGSTROEM)
1 N 3.25 2.88 2.17
2 C 3.96 2.03 2.94
3 O 5.11 2.20 3.27
4 C 3.12 0.81 3.38
5 N 2.85 -0.09 2.26
6 C 1.87 0.17 1.39
7 O 1.21 1.21 1.43
8 C 1.57 -0.83 0.35
9 N 2.04 -2.06 0.29
10 O 1.49 -2.65 -0.79
11 C 0.67 -1.78 -1.42
12 C 0.68 -0.60 -0.73
13 H 0.14 0.30 -0.94
14 C -0.03 -2.23 -2.66
15 O -0.84 -1.24 -3.22
16 C -1.98 -0.86 -2.55
17 C -2.44 -1.42 -1.36
18 C -3.61 -0.93 -0.80
19 C -4.34 0.10 -1.39
20 C -3.87 0.65 -2.58
21 C -2.70 0.17 -3.14
22 H -2.32 0.59 -4.06
23 C -4.59 1.79 -3.25
24 C -6.02 1.94 -2.77
25 C -6.05 1.94 -1.24
26 C -5.61 0.57 -0.74
27 H -6.40 -0.16 -0.96
28 H -5.48 0.59 0.35
29 H -5.37 2.70 -0.87
30 H -7.05 2.17 -0.88
31 H -6.63 1.11 -3.14
32 H -6.45 2.87 -3.15
33 H -4.04 2.72 -3.04
34 H -4.56 1.65 -4.33
35 H -3.97 -1.37 0.12
36 H -1.91 -2.21 -0.86
37 H -0.59 -3.15 -2.45
38 H 0.72 -2.46 -3.43
39 C 3.69 -1.27 2.31
40 C 4.69 -0.98 3.42
41 H 5.04 -1.88 3.91
42 C 3.90 -0.07 4.36
43 H 4.55 0.54 4.99
44 H 3.22 -0.64 4.99
45 H 5.54 -0.43 3.03
46 H 4.16 -1.45 1.34
47 H 3.07 -2.15 2.55
48 H 2.17 1.18 3.78
49 H 3.72 3.69 1.79
50 H 2.32 2.63 1.85

Summary:
**Energy above the lowest of the compared OMol25 structures with the same formula, charge and spin**: 73.8 kcal/mol
**E_LUMO**: 0.64 eV
**Net charge**: 0
**HOMO**: -0.3124 Eh


A cluster of 2 separate species, H3N3 in total in a non-equilibrium geometry, computed with the ωB97M-V functional and the def2-TZVPD basis.

CARTESIAN COORDINATES (ANGSTROEM)
1 N -1.14 -0.14 -0.07
2 N -0.13 0.51 -0.33
3 N 0.97 0.16 0.27
4 H -2.07 0.45 -0.28
5 H 0.55 -1.26 0.59
6 H 1.82 0.28 -0.17

Summary:
**Energy above the lowest of the compared OMol25 structures with the same formula, charge and spin**: 118.0 kcal/mol
**E_LUMO**: 0.67 eV
**Net charge**: 0
**HOMO**: -0.3498 Eh


A structure of composition C4H8O2 in a non-equilibrium geometry, computed with the ωB97M-V functional and the def2-TZVPD basis.

CARTESIAN COORDINATES (ANGSTROEM)
1 C -1.78 -0.93 0.01
2 C 0.23 0.29 0.19
3 C -0.56 1.34 -0.10
4 C 1.77 0.21 0.31
5 H -1.72 -2.03 -0.53
6 H -2.29 -0.89 1.23
7 H -1.75 0.15 -0.91
8 H -1.50 1.14 -0.41
9 H -0.33 2.52 -0.29
10 H 2.18 1.15 -0.29
11 H 1.86 0.33 1.41
12 H 1.84 -1.53 -0.52
13 O -0.35 -0.92 0.15
14 O 2.42 -0.82 -0.22

Summary:
**Energy above the lowest of the compared OMol25 structures with the same formula, charge and spin**: 150.4 kcal/mol
**E_LUMO**: 0.74 eV
**Net charge**: 0
**HOMO**: -0.3298 Eh


A cluster of 8 separate species, C24H47ClNO7 in total in a non-equilibrium geometry, computed with the ωB97M-V functional and the def2-TZVPD basis.

CARTESIAN COORDINATES (ANGSTROEM)
1 C 3.08 -4.13 -2.83
2 C 2.87 -4.74 -4.04
3 C 2.58 -3.94 -5.28
4 N 2.06 -4.79 -6.31
5 Cl 2.03 -3.75 -7.78
6 H 4.02 -4.28 -2.30
7 H 2.29 -3.55 -2.39
8 H 2.82 -5.83 -4.16
9 H 1.91 -3.09 -4.99
10 H 3.57 -3.51 -5.52
11 C -0.52 -2.07 -1.58
12 C 0.54 -1.83 -0.54
13 O 1.50 -2.55 -0.44
14 C 0.34 -0.63 0.36
15 H -0.27 -2.95 -2.17
16 H -1.49 -2.23 -1.10
17 H -0.60 -1.21 -2.24
18 H -0.59 -0.73 0.92
19 H 0.29 0.28 -0.23
20 H 1.18 -0.57 1.06
21 C -2.03 3.29 1.61
22 C -2.49 2.35 0.52
23 O -1.74 1.53 0.05
24 C -3.92 2.49 0.05
25 H -0.99 3.08 1.86
26 H -2.12 4.33 1.28
27 H -2.64 3.14 2.50
28 H -4.09 3.50 -0.34
29 H -4.61 2.33 0.88
30 H -4.11 1.77 -0.73
31 C 4.96 -2.82 -9.12
32 C 6.45 -2.61 -9.24
33 O 7.14 -2.28 -8.31
34 C 7.05 -2.84 -10.61
35 H 4.62 -2.64 -8.11
36 H 4.44 -2.14 -9.80
37 H 4.70 -3.85 -9.39
38 H 6.60 -2.16 -11.34
39 H 6.87 -3.86 -10.93
40 H 8.12 -2.65 -10.57
41 C -8.60 3.24 -0.97
42 C -7.73 3.97 0.03
43 O -6.89 3.39 0.68
44 C -7.96 5.45 0.16
45 H -8.34 2.18 -0.97
46 H -9.65 3.35 -0.69
47 H -8.45 3.65 -1.97
48 H -8.98 5.65 0.48
49 H -7.79 5.95 -0.79
50 H -7.27 5.86 0.90
51 C 1.52 3.05 0.40
52 C 2.20 3.29 1.72
53 O 1.58 3.31 2.76
54 C 3.69 3.51 1.69
55 H 0.45 2.90 0.58
56 H 1.66 3.90 -0.26
57 H 1.92 2.16 -0.07
58 H 3.93 4.38 1.08
59 H 4.19 2.63 1.26
60 H 4.06 3.67 2.71
61 C 0.79 0.50 6.98
62 C 2.02 1.31 6.67
63 O 2.92 1.44 7.47
64 C 2.06 1.96 5.31
65 H 0.87 0.07 7.98
66 H -0.10 1.12 6.92
67 H 0.69 -0.31 6.26
68 H 1.22 2.64 5.18
69 H 2.00 1.20 4.54
70 H 2.99 2.51 5.19
71 C -2.97 -3.09 7.71
72 C -1.75 -2.56 6.99
73 O -1.49 -1.38 6.96
74 C -0.87 -3.58 6.31
75 H -3.51 -2.26 8.16
76 H -3.62 -3.62 7.01
77 H -2.66 -3.79 8.50
78 H -1.44 -4.12 5.56
79 H -0.49 -4.29 7.04
80 H -0.03 -3.08 5.83

Summary:
**Energy above the lowest of the compared OMol25 structures with the same formula, charge and spin**: 81.9 kcal/mol
**E_LUMO**: 1.55 eV
**Net charge**: -1
**HOMO**: -0.0726 Eh